{"formula": "C4H8N2OS", "method": "wB97M-V/def2-TZVPD", "gap_ev": 9.077, "lumo_ev": -0.5, "homo_energy_ev": -9.60, "max_force_ev_per_a": 5.04, "elements": ["C", "C", "C", "C", "N", "N", "O", "S", "H", "H", "H", "H", "H", "H", "H", "H"], "coordinates": [[-3.845134, 0.472432, 0.255511], [0.875731, -1.666795, 0.646293], [2.008263, 3.046652, -0.184969], [0.562325, -1.280231, -0.608329], [-4.735938, -0.255054, 0.587737], [-2.770971, 0.954083, 0.133751], [-0.282975, 2.259329, 0.722179], [0.476129, 2.592048, -0.489747], [0.277821, -1.270384, 1.429520], [-2.346425, 1.819169, 0.468561], [1.536800, -2.493569, 0.852768], [2.397374, 3.608827, -0.982305], [2.383255, 2.983095, 0.785239], [-5.711761, -0.029679, 0.321609], [1.137765, -1.645773, -1.476597], [-0.081041, -0.542447, -0.805381]], "atomic_forces_ev_per_a": [[0.6, 0.3, 1.1], [-1.0, 0.0, -2.1], [-2.9, -0.6, -0.8], [3.9, -3.0, 1.2], [-3.7, -1.1, 0.1], [2.2, 1.7, -1.3], [0.0, -0.3, 0.0], [1.1, 0.7, 0.4], [-0.2, 0.3, 0.8], [-0.2, -0.7, 0.0], [0.3, 0.1, 0.0], [1.1, 0.2, -0.9], [0.8, 0.1, 1.4], [1.1, -0.4, 0.1], [-0.4, 0.0, 0.5], [-2.7, 2.7, -0.5]], "nbo_charge": [0.642, -0.384, -0.721, -0.370, -0.747, -0.731, -0.920, 1.185, 0.196, 0.436, 0.193, 0.229, 0.235, 0.392, 0.181, 0.182]}


{"formula": "C4H8N2OS2", "method": "wB97M-V/def2-TZVPD", "gap_ev": 8.426, "lumo_ev": 0.1, "homo_energy_ev": -8.32, "max_force_ev_per_a": 2.40, "elements": ["C", "C", "C", "C", "N", "N", "O", "S", "S", "H", "H", "H", "H", "H", "H", "H", "H"], "coordinates": [[1.190709, -0.068091, 0.101448], [-0.777809, 0.648713, 1.247755], [0.991040, 2.341260, 1.009529], [-0.970143, -2.297446, -1.986389], [0.605448, 0.906630, 0.858171], [-0.207862, -2.660277, -0.771851], [-0.990838, -0.766770, 1.211627], [2.502886, 0.085639, -0.918026], [0.190094, -1.811212, 0.430872], [-1.473485, 1.097550, 0.511225], [-0.879822, 1.017704, 2.279768], [0.341098, 3.080204, 0.568667], [1.240089, 2.443573, 2.094352], [1.900747, 2.524150, 0.431996], [-1.414276, -1.277712, -1.878208], [-0.370862, -2.361671, -2.971515], [-1.877015, -2.902243, -2.219422]], "atomic_forces_ev_per_a": [[0.0, 1.0, -0.5], [0.4, -1.4, -0.4], [1.9, -1.5, 0.3], [-0.1, 1.0, -1.2], [-0.2, -0.2, -1.2], [-0.9, 0.8, -0.2], [0.1, -0.1, -0.1], [-1.2, -0.4, 1.1], [0.6, 1.2, 0.0], [0.2, 0.2, 0.6], [-0.5, -0.2, -0.4], [-1.0, -0.2, 0.3], [-0.5, 0.5, -0.9], [0.2, -0.5, 0.3], [0.6, -0.5, -0.3], [-0.5, 0.3, 1.8], [0.8, -0.3, 0.9]], "nbo_charge": [-0.088, 0.116, -0.442, -0.452, -0.451, -0.787, -0.738, -0.114, 1.297, 0.171, 0.187, 0.219, 0.218, 0.245, 0.188, 0.218, 0.212]}


{"formula": "C4H8N2S", "method": "wB97M-V/def2-TZVPD", "gap_ev": 8.262, "lumo_ev": 0.3, "smiles": "CN(C)/C=N/C=S", "homo_energy_ev": -7.99, "max_force_ev_per_a": 2.28, "elements": ["C", "C", "C", "C", "H", "H", "H", "H", "H", "H", "H", "H", "N", "N", "S"], "coordinates": [[1.808940, -0.728281, -0.015619], [0.906788, 1.446621, -0.000086], [-0.589008, -0.469272, -0.068310], [-2.837063, -0.426088, 0.005684], [1.584631, -1.797324, 0.105058], [2.439735, -0.470362, 0.876791], [2.510420, -0.548879, -0.847562], [-0.007754, 2.066503, 0.108433], [1.362425, 1.839607, -0.908535], [1.571402, 1.635727, 0.858567], [-0.619164, -1.553842, -0.065079], [-2.764236, -1.525096, 0.088172], [0.622955, 0.037640, -0.112515], [-1.671213, 0.258858, 0.009420], [-4.318854, 0.234181, -0.034422]], "atomic_forces_ev_per_a": [[1.7, -1.3, 0.7], [-0.9, 1.6, 0.1], [-1.2, 0.2, 0.4], [-0.5, -0.5, 0.3], [0.1, 0.3, -0.4], [-0.9, 0.0, -0.4], [-0.5, -0.2, -0.1], [0.4, -0.8, 0.2], [0.4, -0.3, -0.1], [-0.2, -0.1, -0.3], [0.0, -0.3, -0.1], [0.1, 0.1, -0.1], [0.7, 1.2, 0.3], [1.0, 0.0, -0.4], [0.0, 0.0, 0.0]], "nbo_charge": [-0.404, -0.432, 0.356, -0.106, 0.215, 0.200, 0.207, 0.257, 0.207, 0.202, 0.160, 0.148, -0.376, -0.571, -0.062]}


{"formula": "C4H8N2S", "method": "wB97M-V/def2-TZVPD", "gap_ev": 9.642, "lumo_ev": 0.6, "smiles": "[H]/N=C\\N(S)C(=C)C", "homo_energy_ev": -9.01, "max_force_ev_per_a": 1.00, "elements": ["C", "C", "C", "C", "H", "H", "H", "H", "H", "H", "H", "H", "N", "N", "S"], "coordinates": [[-0.168580, 1.397205, -1.093447], [0.388380, 0.143139, -0.482758], [1.065655, -0.793437, -1.152511], [-0.573907, -1.176052, 1.397216], [0.042101, 1.428138, -2.160455], [-1.238217, 1.472636, -0.947411], [0.292661, 2.278899, -0.631530], [1.242396, -0.696357, -2.229187], [1.473833, -1.669869, -0.673920], [-0.560213, 1.877613, 2.049123], [-0.679591, -1.158701, 2.476888], [-0.886797, -2.059536, -0.233660], [0.101557, -0.041227, 0.904950], [-1.065284, -2.158325, 0.753853], [0.566004, 1.155874, 2.022850]], "atomic_forces_ev_per_a": [[0.6, 0.1, 0.0], [0.1, -0.3, -0.3], [-0.1, 0.5, -0.4], [-0.2, -0.4, -0.5], [0.0, 0.0, 0.0], [-0.3, -0.1, 0.1], [-0.1, -0.1, -0.1], [-0.1, 0.0, 0.5], [0.0, 0.0, 0.2], [-0.2, 0.2, 0.0], [0.1, 0.2, 0.1], [0.0, 0.0, -0.5], [0.0, -0.2, 0.4], [0.3, 0.6, 0.7], [0.1, -0.3, -0.2]], "nbo_charge": [-0.659, 0.177, -0.420, 0.282, 0.225, 0.222, 0.229, 0.209, 0.214, 0.092, 0.178, 0.336, -0.629, -0.672, 0.213]}


{"formula": "C4H8N2S", "method": "wB97M-V/def2-TZVPD", "gap_ev": 9.831, "lumo_ev": 0.7, "smiles": "C=NN[C@H]1C[C@@H]1S", "homo_energy_ev": -9.10, "max_force_ev_per_a": 6.81, "elements": ["C", "C", "C", "C", "H", "H", "H", "H", "H", "H", "H", "H", "N", "N", "S"], "coordinates": [[1.337782, -0.250197, 0.501922], [0.510540, 0.930593, -0.031325], [0.218367, -0.333961, -0.510914], [-2.532217, 0.250772, -0.162492], [3.386424, 0.713940, 0.377441], [1.271712, -0.674323, 1.451353], [1.055275, 1.582914, -0.552720], [-0.073682, 1.430443, 0.728864], [0.570364, -0.522968, -1.557982], [-0.365266, -1.603605, 0.744176], [-1.882674, 1.343019, -0.538549], [-3.596402, 0.241579, -0.110825], [-0.802271, -1.423285, -0.206420], [-2.116841, -1.079179, 0.083618], [3.018885, -0.605740, -0.216143]], "atomic_forces_ev_per_a": [[1.1, 0.1, -3.4], [-0.7, 0.8, 5.1], [-0.3, -5.1, -3.3], [3.3, -3.2, -0.3], [0.1, -2.5, -1.3], [-0.7, -0.3, 1.5], [1.8, 2.4, -2.5], [-0.2, -0.2, 0.1], [-0.3, 0.3, 1.0], [-1.4, -1.2, -1.3], [-2.0, -4.0, 1.0], [-0.6, 0.7, 0.2], [1.7, 2.2, 2.9], [-1.4, 6.5, -1.6], [-0.5, 3.6, 2.0]], "nbo_charge": [-0.354, -0.424, -0.113, -0.208, 0.144, 0.221, 0.229, 0.230, 0.221, 0.361, 0.187, 0.191, -0.409, -0.218, -0.059]}


{"formula": "C4H8N2S", "method": "wB97M-V/def2-TZVPD", "gap_ev": 8.816, "lumo_ev": 0.3, "homo_energy_ev": -8.53, "max_force_ev_per_a": 5.23, "elements": ["C", "C", "C", "C", "H", "H", "H", "H", "H", "H", "H", "H", "N", "N", "S"], "coordinates": [[-2.046200, -0.929311, -0.603394], [-1.046498, -0.234842, 0.226786], [-1.348142, 1.121672, 0.157396], [1.226307, -0.394231, 1.128068], [-1.517543, -1.773158, -1.053947], [-3.600406, -1.356799, -0.294642], [-2.318476, -0.106069, -1.518820], [-2.232087, 1.176767, -0.597523], [-0.844108, 2.034119, 0.508888], [2.068009, -0.532292, 1.884699], [1.518772, 0.779839, -0.635677], [4.510948, 0.917868, -0.178556], [-0.007961, -0.685053, 1.177584], [1.968264, 0.344492, 0.088703], [3.669118, -0.362997, -0.289572]], "atomic_forces_ev_per_a": [[-3.0, -0.8, -3.3], [0.5, 4.7, 2.3], [-0.6, -1.4, -1.8], [1.8, 1.5, -1.7], [-0.9, -0.5, -0.2], [4.5, 1.0, -0.1], [0.7, -3.2, 2.5], [1.8, 1.4, 2.0], [-0.2, -0.8, 0.2], [-1.9, -0.7, -0.3], [-1.3, 0.8, -2.4], [-1.9, -2.5, 0.0], [-0.7, -0.2, -0.8], [2.6, -2.8, 3.0], [-1.3, 3.6, 0.6]], "nbo_charge": [-0.559, 0.072, -0.411, 0.296, 0.207, 0.165, 0.224, 0.189, 0.210, 0.195, 0.383, 0.148, -0.469, -0.752, 0.100]}


Summary of relative energy (zero: lowest compared OMol25 entry of this formula, charge and spin) in eV
3.858, 1.318, 1.581, 1.873, 6.256, 7.132
(order as listed above)
Summary of total energy in hartree
-740.02024, -1138.22214, -664.87466, -664.86394, -664.70287, -664.67067
(order as listed above)